ORCA calculation (the ωB97M-V functional and the def2-TZVPD basis) on a cluster of 5 separate species, C25H45N6O7P in total.

CARTESIAN COORDINATES (ANGSTROEM)
O1 1.364 -4.696 -0.956
C1 1.300 -3.614 -1.610
O2 0.467 -2.539 -1.068
C2 2.100 -3.500 -3.001
C3 3.696 -3.420 -2.847
C4 4.275 -1.916 -2.629
O3 3.668 -1.205 -1.506
C5 4.648 -0.491 -0.751
O4 5.506 0.211 -1.363
N1 4.711 -0.466 0.732
P1 4.909 -2.060 1.446
O5 4.595 -1.908 2.944
O6 6.481 -2.693 1.307
O7 3.826 -3.240 0.844
H1 0.837 -2.315 -0.184
H2 1.879 -4.483 -3.579
H3 1.653 -2.654 -3.633
H4 4.110 -4.133 -2.034
H5 4.143 -3.762 -3.863
H6 4.196 -1.366 -3.632
H7 5.411 -2.061 -2.432
H8 3.795 -0.117 1.086
H9 6.439 -3.653 1.042
H10 4.264 -3.586 0.026
C6 -2.849 -2.570 3.022
C7 -1.942 -1.356 3.177
C8 -1.845 -0.510 1.906
C9 -1.205 -1.231 0.802
N2 -0.697 -1.799 -0.072
H11 -2.465 -3.263 2.268
H12 -2.917 -3.112 3.968
H13 -3.859 -2.269 2.730
H14 -0.945 -1.688 3.487
H15 -2.334 -0.730 3.985
H16 -1.261 0.390 2.125
H17 -2.842 -0.175 1.604
C10 6.226 5.186 -2.555
C11 5.762 4.748 -1.172
C12 4.582 3.775 -1.213
C13 3.370 4.392 -1.764
N3 2.421 4.875 -2.201
H18 5.444 5.737 -3.084
H19 7.095 5.843 -2.470
H20 6.511 4.324 -3.164
H21 5.501 5.633 -0.582
H22 6.599 4.260 -0.662
H23 4.373 3.431 -0.195
H24 4.850 2.890 -1.798
C14 -1.208 2.609 -2.131
C15 -0.788 3.751 -1.215
C16 -0.828 3.379 0.268
C17 -2.188 3.093 0.735
N4 -3.255 2.855 1.100
H25 -2.247 2.317 -1.958
H26 -1.119 2.914 -3.176
H27 -0.573 1.730 -1.979
H28 -1.429 4.618 -1.405
H29 0.234 4.046 -1.474
H30 -0.420 4.211 0.852
H31 -0.182 2.516 0.455
C18 -3.987 -6.686 2.609
C19 -3.413 -7.452 3.795
C20 -4.147 -7.170 5.106
C21 -4.001 -5.776 5.539
N5 -3.891 -4.681 5.874
H32 -3.888 -5.606 2.744
H33 -3.456 -6.957 1.694
H34 -5.046 -6.919 2.468
H35 -2.350 -7.211 3.898
H36 -3.477 -8.524 3.582
H37 -3.746 -7.826 5.885
H38 -5.208 -7.417 5.001
C22 -6.711 5.801 -2.319
C23 -5.860 5.103 -1.265
C24 -4.491 5.757 -1.068
C25 -3.647 5.655 -2.263
N6 -2.986 5.580 -3.205
H39 -6.246 5.751 -3.307
H40 -7.691 5.323 -2.388
H41 -6.865 6.854 -2.064
H42 -5.739 4.050 -1.538
H43 -6.398 5.126 -0.312
H44 -3.983 5.265 -0.231
H45 -4.616 6.807 -0.788

Values from the calculation:
Highest occupied orbital energy in Ha: -0.3133
Total energy in eV: -59212.13195
Charge: 0
Maximum force in hartree/bohr: 0.251

Mulliken atomic charge list, values in e, 5 entries:
1 O -0.5724
2 C 0.4243
3 O -0.2359
4 C -0.6388
5 C -0.4030


ORCA calculation (the ωB97M-V functional and the def2-TZVPD basis) on a structure of composition C17H12Cl5MnN2S3.

CARTESIAN COORDINATES (ANGSTROEM)
Mn1 -0.128 0.607 -0.328
C1 3.998 2.698 -0.415
C2 2.555 2.290 -0.645
S1 2.282 0.549 -0.661
C3 1.583 3.205 -0.837
C4 1.840 4.686 -0.735
S2 -0.094 2.810 -1.216
H1 4.624 1.810 -0.374
H2 4.120 3.244 0.525
H3 4.356 3.334 -1.230
H4 2.905 4.918 -0.718
H5 1.390 5.071 0.186
H6 1.371 5.212 -1.569
Cl1 -2.727 0.398 0.021
C5 -2.133 0.528 1.664
C6 -0.752 0.673 1.793
C7 -0.318 0.734 3.110
Cl2 1.400 0.850 3.383
C8 -1.165 0.680 4.214
Cl3 -0.546 0.778 5.827
C9 -2.538 0.543 4.017
Cl4 -3.612 0.450 5.363
C10 -3.032 0.469 2.718
Cl5 -4.733 0.318 2.445
N1 0.818 -2.158 1.451
C11 0.238 -2.528 0.296
N2 -0.213 -1.714 -0.603
C12 -0.736 -2.385 -1.693
C13 -1.251 -1.782 -2.836
C14 -1.737 -2.587 -3.851
C15 -1.716 -3.976 -3.741
C16 -1.198 -4.589 -2.610
C17 -0.710 -3.784 -1.595
S3 0.021 -4.247 -0.077
H7 1.099 -1.183 1.516
H8 1.386 -2.829 1.934
H9 -1.240 -0.701 -2.910
H10 -2.138 -2.136 -4.750
H11 -2.098 -4.591 -4.546
H12 -1.174 -5.667 -2.521

Values from the calculation:
Highest occupied orbital energy (alpha / beta) in Ha: -0.1100 / -0.1206
Spin multiplicity: 6
Total energy in eV: -147246.23033
Relative energy (zero: lowest compared OMol25 entry of this formula, charge and spin) in kcal per mole: 0.29
Charge: -1
Maximum force in hartree/bohr: 0.025

Mulliken atomic charge list, values in e, 5 entries:
1 Mn 0.1688
2 C -1.5944
3 C 0.6339
4 S -0.6481
5 C 0.4434


ORCA calculation (the ωB97M-V functional and the def2-TZVPD basis) on a cluster of 2 separate species, C10H22O in total.

CARTESIAN COORDINATES (ANGSTROEM)
C1 -1.452 1.013 1.158
C2 -1.739 0.663 -0.304
C3 -2.269 -0.767 -0.430
C4 -1.294 -1.770 0.192
C5 -1.007 -1.419 1.654
C6 -0.478 0.011 1.780
H1 -2.402 0.989 1.725
H2 -1.042 2.039 1.230
H3 -0.801 0.750 -0.884
H4 -2.467 1.378 -0.732
H5 -2.444 -1.017 -1.495
H6 -3.240 -0.838 0.096
H7 -1.704 -2.795 0.120
H8 -0.344 -1.745 -0.375
H9 -1.946 -1.506 2.234
H10 -0.279 -2.134 2.082
H11 -0.302 0.260 2.845
H12 0.494 0.081 1.254
C7 1.080 2.405 -0.631
C8 1.303 1.413 -1.771
C9 2.067 0.181 -1.328
O1 1.294 -0.513 -0.360
C10 1.967 -1.664 0.103
H13 0.504 1.927 0.179
H14 0.521 3.287 -0.986
H15 2.048 2.742 -0.224
H16 0.331 1.088 -2.190
H17 1.877 1.894 -2.586
H18 2.271 -0.485 -2.188
H19 3.041 0.469 -0.887
H20 2.169 -2.374 -0.716
H21 2.924 -1.406 0.589
H22 1.318 -2.157 0.846

Values from the calculation:
Highest occupied orbital energy in Ha: -0.3651
Total energy in eV: -12773.74528
Charge: 0
Maximum force in hartree/bohr: 0.026

Mulliken atomic charge list, values in e, 5 entries:
1 C -1.3251
2 C 0.5785
3 C -1.0515
4 C 0.0102
5 C -1.1354


ORCA calculation (the ωB97M-V functional and the def2-TZVPD basis) on an isolated molecule of C4H11NS2.

CARTESIAN COORDINATES (ANGSTROEM)
C1 2.478 -0.691 -0.024
N1 1.254 0.014 -0.247
C2 0.291 -0.117 0.907
C3 -0.870 0.884 0.904
C4 -1.263 1.445 -0.419
S1 -1.381 0.453 -1.994
S2 -2.792 -1.195 -1.631
H1 3.004 -0.426 0.886
H2 3.223 -0.589 -0.851
H3 2.269 -1.799 -0.046
H4 0.800 -0.398 -1.067
H5 0.910 -0.270 1.784
H6 -0.047 -1.158 0.706
H7 -1.670 0.232 1.237
H8 -0.650 1.648 1.641
H9 -2.230 1.936 -0.351
H10 -0.556 2.202 -0.770
H11 -2.770 -2.171 -0.664

Values from the calculation:
Highest occupied orbital energy in Ha: -0.3138
Total energy in eV: -27485.20292
Relative energy (zero: lowest compared OMol25 entry of this formula, charge and spin) in kcal per mole: 47.56
Charge: 0
Maximum force in hartree/bohr: 0.070

Mulliken atomic charge list, values in e, 5 entries:
1 C -0.8947
2 N -0.3260
3 C -0.6683
4 C -0.3430
5 C -0.7151


ORCA calculation (the ωB97M-V functional and the def2-TZVPD basis) on a structure of composition C25H24Cl2N8O4STi.

CARTESIAN COORDINATES (ANGSTROEM)
Ti1 1.682 0.229 1.058
N1 -1.020 1.988 1.568
N2 -1.581 1.432 2.723
C1 -1.032 0.353 3.275
N3 -1.554 -0.165 4.371
N4 0.029 -0.157 2.602
N5 0.688 -1.230 3.048
O1 1.606 -1.523 2.219
O2 0.508 -1.825 4.065
H1 -1.110 2.995 1.631
H2 -1.518 1.657 0.745
H3 -2.474 1.764 3.060
H4 -2.374 0.242 4.793
H5 -1.161 -0.996 4.784
S1 2.601 1.416 2.911
C2 4.065 0.672 2.284
C3 5.356 0.748 2.772
C4 6.324 0.005 2.116
C5 5.992 -0.782 1.013
C6 4.687 -0.802 0.579
N6 3.759 -0.068 1.210
H6 5.584 1.352 3.639
H7 7.347 0.028 2.470
H8 6.740 -1.373 0.505
H9 4.351 -1.392 -0.263
C7 2.830 4.224 -1.700
C8 3.346 2.977 -2.016
C9 3.035 1.901 -1.209
N7 2.257 2.020 -0.122
C10 1.772 3.235 0.191
C11 2.028 4.352 -0.576
H10 3.056 5.085 -2.315
H11 3.984 2.831 -2.876
H12 3.414 0.914 -1.430
H13 1.184 3.296 1.092
H14 1.616 5.307 -0.284
Cl1 -3.412 -3.514 -3.237
C12 -4.067 -3.313 -1.654
C13 -5.223 -3.989 -1.308
C14 -5.737 -3.873 -0.025
C15 -5.100 -3.083 0.914
C16 -3.962 -2.396 0.536
Cl2 -3.154 -1.394 1.730
C17 -3.410 -2.477 -0.741
N8 -2.228 -1.806 -1.090
C18 -2.252 -0.801 -2.092
C19 -3.437 -0.207 -2.512
C20 -3.421 0.756 -3.509
C21 -2.224 1.144 -4.092
C22 -1.043 0.550 -3.677
C23 -1.047 -0.429 -2.690
C24 0.230 -1.115 -2.299
C25 0.808 -0.619 -1.028
O3 2.001 -0.859 -0.650
O4 0.137 0.100 -0.199
H15 -5.704 -4.617 -2.044
H16 -6.635 -4.411 0.245
H17 -5.482 -2.991 1.921
H18 -1.681 -1.552 -0.282
H19 -4.375 -0.511 -2.064
H20 -4.351 1.201 -3.836
H21 -2.214 1.888 -4.877
H22 -0.106 0.822 -4.151
H23 1.002 -1.021 -3.066
H24 0.073 -2.192 -2.154

Values from the calculation:
Highest occupied orbital energy in Ha: -0.4660
Total energy in eV: -105408.49628
Relative energy (zero: lowest compared OMol25 entry of this formula, charge and spin) in kcal per mole: 0.00
Charge: +2
Maximum force in hartree/bohr: 0.013

Mulliken atomic charge list, values in e, 5 entries:
1 Ti -0.7593
2 N -0.3586
3 N -0.1639
4 C 0.2497
5 N -0.2648


ORCA calculation (the ωB97M-V functional and the def2-TZVPD basis) on a structure of composition CHCl4P.

CARTESIAN COORDINATES (ANGSTROEM)
C1 -0.526 -0.829 -0.151
P1 1.178 -0.570 -0.158
Cl1 0.608 2.154 -0.007
Cl2 -1.257 -0.753 -1.704
Cl3 -1.470 -1.092 1.266
Cl4 1.568 -0.554 1.712
H1 -0.102 1.645 -0.958

Values from the calculation:
Highest occupied orbital energy in Ha: -0.3153
Total energy in eV: -60430.85912
Relative energy (zero: lowest compared OMol25 entry of this formula, charge and spin) in kcal per mole: 13.53
Charge: 0
Maximum force in hartree/bohr: 0.072

Mulliken atomic charge list, values in e, 5 entries:
1 C 0.1745
2 P 0.1941
3 Cl -0.2381
4 Cl -0.1296
5 Cl -0.1484